42
Properties=species:S:1:pos:R:3:forces:R:3:lowdin_charge:R:1 method="wB97M-V/def2-TZVPD" charge=+2 lumo_ev="-9.135 / -9.134" homo_energy_ha="-0.5719 / -0.5719" gap_ev="6.43 / 6.43"
V -0.4495 -0.0982 -0.6504 -0.410 -0.233 -0.049 1.123
C -0.1031 2.2599 2.9070 0.019 -0.027 0.032 0.057
C -0.3873 1.8112 1.5266 0.021 -0.043 0.026 -0.129
N -0.0702 0.6633 1.0591 -0.159 0.251 0.014 -0.079
N 0.4294 -0.5214 1.3250 0.029 -0.272 -0.100 0.174
C 1.5716 -0.6905 0.4898 0.134 -0.119 -0.007 -0.327
O 1.4887 -0.0183 -0.5979 0.121 0.020 -0.101 -0.017
C 2.5791 -1.6227 0.8091 -0.004 0.029 0.057 -0.149
C 3.6183 -1.8488 -0.1166 -0.016 0.016 -0.007 0.035
C 4.6073 -2.7510 0.1951 0.031 -0.014 -0.009 -0.021
C 4.5665 -3.4281 1.4147 -0.033 0.029 -0.007 0.007
C 3.5401 -3.2113 2.3335 0.016 -0.016 0.009 -0.024
C 2.5430 -2.3107 2.0392 -0.025 0.009 0.004 0.023
C -1.0556 2.5811 0.4673 -0.067 0.055 -0.032 -0.165
C -1.6088 3.8247 0.6212 0.026 -0.023 0.036 0.060
C -2.2216 4.4202 -0.4880 -0.010 -0.010 -0.043 0.029
C -2.2502 3.7401 -1.6836 0.000 0.023 0.029 0.034
C -1.6701 2.4732 -1.7668 0.015 -0.010 -0.002 -0.036
N -1.0771 1.9098 -0.7209 -0.031 0.038 -0.007 0.054
H 0.7356 1.7121 3.3310 -0.007 -0.006 -0.004 0.108
H 0.0983 3.3284 2.9352 0.012 0.006 -0.008 0.107
H -0.9852 2.0590 3.5238 -0.015 0.024 -0.017 0.130
H 3.6259 -1.3121 -1.0554 0.008 -0.004 -0.003 0.135
H 5.4131 -2.9382 -0.5003 0.002 0.001 -0.001 0.126
H 5.3476 -4.1387 1.6518 0.004 -0.003 0.001 0.129
H 3.5285 -3.7506 3.2698 -0.001 -0.001 0.001 0.125
H 1.7329 -2.1353 2.7340 0.004 -0.005 0.003 0.125
H -1.5820 4.3274 1.5778 0.002 -0.003 0.003 0.137
H -2.6698 5.4003 -0.3975 -0.001 0.000 -0.003 0.139
H -2.7179 4.1614 -2.5617 0.002 0.000 -0.001 0.138
H -1.6867 1.9049 -2.6846 0.000 0.000 0.004 0.127
O -4.1552 -1.9572 -0.3804 0.020 -0.013 -0.041 -0.018
P -3.3062 -0.9297 -1.1754 -0.192 -0.015 -0.061 0.339
O -3.9146 0.2492 -1.7624 -0.008 -0.005 0.029 -0.178
O -2.0963 -0.6188 -0.1783 0.395 0.253 0.012 -0.292
O -2.5430 -1.8675 -2.2958 0.050 -0.088 -0.004 -0.172
P -0.9924 -1.6720 -2.5278 -0.020 0.072 0.052 0.324
O -0.5875 -2.4123 -3.8039 0.019 0.033 -0.018 0.032
O -0.7811 -0.1144 -2.5078 0.029 0.021 0.063 -0.276
O -0.1950 -2.0373 -1.2959 0.071 0.038 0.145 -0.216
H -5.1136 -1.9187 -0.5164 -0.017 0.017 -0.001 0.134
H -1.2059 -2.5223 -4.5428 -0.017 -0.023 0.005 0.149

---

81
Properties=species:S:1:pos:R:3:forces:R:3:lowdin_charge:R:1 method="wB97M-V/def2-TZVPD" charge=+1 lumo_ev=-4.017 homo_energy_ha=-0.4053 gap_ev=7.01
N 0.3422 3.8692 1.6620 -0.345 0.151 0.062 0.117
C 0.3224 2.9489 2.5247 1.061 -0.060 -0.136 -0.357
C -0.8659 1.9962 2.6167 0.582 1.559 -0.192 -0.126
N -0.9782 1.0358 1.4670 -1.818 -0.586 1.207 -0.042
C -1.7549 1.5166 0.4635 0.370 -0.132 -1.108 -0.378
N -1.3907 2.5946 -0.2830 -0.343 0.479 0.010 0.184
N -2.9352 0.9432 0.2188 0.568 0.343 1.247 0.216
C -3.5174 0.4845 1.5172 -1.357 0.481 0.789 -0.352
C -4.9846 0.1174 1.4665 -0.023 0.426 -0.350 -0.121
C -5.8652 1.2682 0.9514 -0.548 -0.514 -0.106 -0.099
C -7.2849 0.7236 0.6634 -0.538 0.560 -0.852 -0.474
N -7.9267 -0.1090 1.6449 0.534 0.581 -0.443 0.115
O -7.8177 0.9744 -0.3932 0.568 -0.423 0.941 0.113
O -2.7595 -0.5020 2.1048 0.144 0.191 -0.195 -0.070
C -1.3893 -0.3267 1.8431 0.804 -2.681 0.076 -0.685
N -0.6843 -0.8641 2.9630 -0.294 1.557 0.217 0.094
P -0.8840 -1.4318 0.2913 0.246 1.516 -2.205 0.500
O 0.3161 -2.4188 0.7748 -0.834 -0.031 0.883 -0.578
I -2.8379 -2.7712 -0.2598 0.186 -0.237 0.622 0.538
H 1.2044 4.4031 1.7482 -0.006 0.119 -0.088 0.058
H 1.1734 2.8546 3.2444 -0.788 -0.375 -1.147 -0.024
H -0.8713 1.5009 3.5814 0.037 -0.663 -0.267 0.084
H -1.7368 2.6572 2.6055 -0.107 -0.090 0.065 0.129
H -1.0613 2.5096 -1.2274 -0.093 -0.159 -0.100 0.126
H -1.4728 3.5165 0.1162 0.652 0.075 0.132 0.105
H -3.5198 1.6270 -0.2488 -0.150 -0.480 -0.656 0.155
H -3.4785 1.3634 2.1787 0.081 0.115 -0.105 0.158
H -5.1664 -0.7725 0.8663 0.224 -0.135 0.038 0.096
H -5.2724 -0.0669 2.4990 0.084 -0.344 0.046 0.131
H -5.5429 1.6686 -0.0089 0.046 0.045 -0.023 0.107
H -5.9286 2.0952 1.6608 0.051 -0.004 0.121 0.130
H -7.5382 -1.0387 1.5218 -0.377 -0.247 0.193 0.092
H -7.6964 0.2189 2.5767 0.104 -0.220 0.108 0.085
H -1.0014 -1.8094 3.1303 0.166 -0.124 0.148 0.070
H 0.3230 -0.8392 2.8411 -0.294 -0.305 0.049 -0.066
H 1.1403 -2.1480 0.3446 0.063 -0.047 -0.199 -0.058
C 0.9990 -3.6203 -2.9897 -0.078 -0.225 0.031 -1.594
Br 2.4082 -2.6024 -2.1390 -0.251 -0.045 -0.157 0.579
Br -0.5710 -2.5425 -3.2847 0.238 -0.011 -0.150 0.543
Br 1.6064 -4.4573 -4.6112 0.005 0.140 0.089 0.627
H 0.7211 -4.4133 -2.3063 0.002 0.021 0.016 -0.110
C 2.1404 -3.5434 4.7428 -0.076 -0.112 0.094 -1.596
Br 2.3357 -1.9084 3.7355 0.475 -0.083 0.119 0.603
Br 3.1363 -3.4827 6.3834 -0.093 0.049 -0.094 0.615
Br 0.2839 -3.9710 5.0375 0.057 0.049 -0.026 0.597
H 2.5596 -4.3364 4.1397 -0.017 0.024 -0.047 -0.024
C 1.4798 1.9902 6.9952 -0.078 0.020 0.291 -1.594
Br 0.3358 0.5460 7.5508 0.046 0.071 -0.080 0.590
Br 0.8270 2.8175 5.3687 0.223 -0.139 1.344 0.736
Br 1.7517 3.2791 8.3955 -0.052 -0.078 -0.130 0.612
H 2.4441 1.5631 6.7589 -0.005 0.024 -0.073 -0.034
C 2.2982 -0.7577 -5.8422 -0.013 0.013 0.024 -1.608
Br 3.8074 0.1941 -5.1250 0.022 -0.136 -0.015 0.544
Br 0.7586 0.3901 -6.0151 0.259 0.148 0.222 0.515
Br 2.7302 -1.6370 -7.4985 -0.009 0.073 0.064 0.592
H 2.0412 -1.5293 -5.1306 -0.028 -0.053 0.008 -0.102
C 2.6849 1.0772 -0.6960 0.062 0.034 -0.268 -1.530
Br 1.8541 0.4269 0.9246 0.818 0.088 -0.066 0.718
Br 3.1462 2.9396 -0.5668 -0.063 -0.242 0.062 0.615
Br 4.1963 -0.0036 -1.1802 0.189 0.295 0.218 0.589
H 1.9494 0.9800 -1.4848 -0.013 -0.055 0.017 -0.018
C -0.4865 -0.3558 -9.7809 0.007 -0.020 -0.019 -1.638
Br -0.6944 1.5230 -9.4025 -0.024 -0.069 -0.026 0.557
Br -1.0763 -1.4502 -8.3096 -0.228 -0.142 -0.267 0.523
Br -1.3543 -0.8482 -11.4260 0.024 0.034 0.087 0.589
H 0.5709 -0.5400 -9.9090 0.009 0.012 0.032 -0.043
C 0.7030 -7.0545 0.1375 0.081 -0.067 0.041 -1.603
Br 0.4692 -7.3263 -1.7570 0.030 0.051 0.059 0.608
Br 2.3380 -7.8432 0.7773 -0.073 0.060 -0.052 0.595
Br 0.5874 -5.1838 0.5911 -0.014 -0.263 -0.068 0.637
H -0.1123 -7.5582 0.6367 -0.013 0.000 -0.014 -0.026
C 4.5223 4.6726 -4.8267 -0.065 -0.077 -0.014 -1.621
Br 4.5344 5.2592 -2.9935 0.137 0.144 -0.059 0.546
Br 6.0659 3.6023 -5.2461 -0.096 0.009 0.054 0.585
Br 2.8791 3.7549 -5.2344 0.009 0.088 -0.033 0.538
H 4.5646 5.5538 -5.4502 0.000 0.019 0.019 -0.027
C 5.5299 1.6854 2.2062 0.070 0.029 -0.042 -1.655
Br 4.7279 1.0609 3.8469 -0.013 0.020 -0.052 0.541
Br 5.9669 3.5575 2.2972 -0.036 -0.090 0.011 0.581
Br 7.0476 0.6161 1.7089 -0.077 0.058 0.058 0.595
H 4.7887 1.5699 1.4269 -0.008 -0.006 0.013 -0.122

---

Number 1: maximum force 0.47 eV Å⁻¹, E -2934.51397 a.u.. Number 2: maximum force 2.80 eV Å⁻¹, E -71354.69461 a.u..